(1)
Entry from the OMol25 dataset: a 6-piece molecular cluster, C19H35Br4NO11 overall at a distorted geometry (ωB97M-V with the def2-TZVPD basis set).

Bonds (Å) are listed after each position.
Positions of all 70 atoms, in Å:
1 C 0.8591 2.9427 -3.4969  O2 1.346, H10 1.090, H11 1.090, H12 1.090
2 O 1.6814 1.8790 -3.4238  C1 1.346, C3 1.418
3 C 2.3023 1.5452 -2.1933  O2 1.418, C4 1.520, H13 1.090, H14 1.090
4 C 3.0143 2.6074 -1.3707  C3 1.520, N5 1.476, H15 1.090, H16 1.090
5 N 2.0017 3.3711 -0.6160  C4 1.476, C6 1.470, H17 1.010
6 C 2.3246 3.7388 0.7697  N5 1.470, C7 1.579, H18 1.090, H19 1.090
7 C 2.3544 2.4657 1.7038  C6 1.579, O8 1.406, H20 1.090, H21 1.090
8 O 2.2372 2.8519 3.0506  C7 1.406, C9 1.456
9 C 2.0791 1.7376 3.9737  O8 1.456, H22 1.090, H23 1.090, H24 1.090
10 H -0.1405 2.7632 -3.1009  C1 1.090
11 H 0.7616 3.2378 -4.5417  C1 1.090
12 H 1.1640 3.8560 -2.9861  C1 1.090
13 H 3.0102 0.7927 -2.5406  C3 1.090
14 H 1.6465 0.9871 -1.5251  C3 1.090
15 H 3.6441 3.2634 -1.9717  C4 1.090
16 H 3.6646 2.0841 -0.6698  C4 1.090
17 H 1.9536 4.2536 -1.1047  N5 1.010
18 H 1.5602 4.4586 1.0623  C6 1.090
19 H 3.1958 4.3902 0.8384  C6 1.090
20 H 3.2160 1.8175 1.5434  C7 1.090
21 H 1.4545 1.9050 1.4511  C7 1.090
22 H 1.0540 1.4254 3.7741  C9 1.090
23 H 2.0939 1.9671 5.0391  C9 1.090
24 H 2.7348 0.9005 3.7341  C9 1.090
25 Br -4.6353 -7.4261 0.1502  C26 2.019
26 C -5.2212 -7.0470 2.0452  Br25 2.019, C27 1.490, H29 1.090, H30 1.090
27 C -4.4346 -5.8463 2.4459  C26 1.490, Br28 1.875, H31 1.090, H32 1.090
28 Br -4.6932 -4.2854 1.4403  C27 1.875
29 H -5.1155 -7.9548 2.6391  C26 1.090
30 H -6.2802 -6.7998 1.9707  C26 1.090
31 H -3.4168 -6.2288 2.5234  C27 1.090
32 H -4.7252 -5.5842 3.4632  C27 1.090
33 Br 2.6461 -5.3799 2.4375  C34 2.011
34 C 3.1674 -3.5427 3.0686  Br33 2.011, C35 1.577, H37 1.090, H38 1.090
35 C 3.8806 -2.8367 1.8523  C34 1.577, Br36 2.025, H39 1.090, H40 1.090
36 Br 4.1752 -0.8780 2.2728  C35 2.025
37 H 3.7146 -3.6411 4.0061  C34 1.090
38 H 2.2642 -3.0239 3.3897  C34 1.090
39 H 3.2616 -3.0327 0.9768  C35 1.090
40 H 4.8556 -3.2626 1.6152  C35 1.090
41 C -1.9798 5.1027 -0.3352  C42 1.443, O46 1.455, H47 1.090, H48 1.090
42 C -1.5247 3.7805 0.0194  C41 1.443, O43 1.382, H49 1.090, H50 1.090
43 O -2.6810 3.1158 0.3800  C42 1.382, C44 1.379
44 C -3.7844 3.9408 0.4303  O43 1.379, O45 1.191, O46 1.376
45 O -4.9407 3.6558 0.4237  C44 1.191
46 O -3.3476 5.2144 0.1491  C41 1.455, C44 1.376
47 H -1.8676 5.5973 -1.3001  C41 1.090
48 H -1.3648 5.8276 0.1982  C41 1.090
49 H -0.7238 3.8860 0.7511  C42 1.090
50 H -1.0060 3.4283 -0.8722  C42 1.090
51 C -2.0551 -1.8614 0.4346  C52 1.516, O56 1.387, H57 1.090, H58 1.090
52 C -1.9342 -0.4476 0.9697  C51 1.516, O53 1.350, H59 1.090, H60 1.090
53 O -0.6107 -0.2035 0.8638  C52 1.350, C54 1.404
54 C 0.0977 -1.2897 0.3266  O53 1.404, O55 1.250, O56 1.372
55 O 1.2710 -1.3719 -0.0975  C54 1.250
56 O -0.7848 -2.3192 0.1171  C51 1.387, C54 1.372
57 H -2.6183 -1.9819 -0.4909  C51 1.090
58 H -2.4479 -2.5336 1.1974  C51 1.090
59 H -2.0366 -0.3849 2.0530  C52 1.090
60 H -2.5883 0.2039 0.3903  C52 1.090
61 C 0.4508 -1.0084 -4.4043  C62 1.561, O66 1.431, H67 1.090, H68 1.090
62 C -0.0137 -1.3690 -2.9583  C61 1.561, O63 1.415, H69 1.090, H70 1.090
63 O -1.1128 -2.2409 -3.1424  C62 1.415, C64 1.371
64 C -1.3167 -2.4333 -4.4842  O63 1.371, O65 1.236, O66 1.392
65 O -2.1921 -3.2389 -4.8213  C64 1.236
66 O -0.4752 -1.6603 -5.2792  C61 1.431, C64 1.392
67 H 1.3786 -1.4297 -4.7914  C61 1.090
68 H 0.4015 0.0323 -4.7245  C61 1.090
69 H -0.1020 -0.4605 -2.3626  C62 1.090
70 H 0.5980 -2.0225 -2.3363  C62 1.090

## Properties
LUMO energy (spin up / spin down) = -3.4 / -8.7 eV
Net charge = +1
Molar mass = 773.10 g mol⁻¹
Multiplicity = 2

Results of the Mulliken charge analysis, in e, for atoms 1 through 4: atom 1 (C): -0.662, atom 2 (O): -0.355, atom 3 (C): -0.111, atom 4 (C): -0.689

***

(2)
Entry from the OMol25 dataset: a 5-piece molecular cluster, C19H35FIN2O8 overall at a distorted geometry (ωB97M-V with the def2-TZVPD basis set).

Bonds (Å) are listed after each position.
Positions of all 66 atoms, in Å:
1 F -1.5077 2.1513 2.2315  C2 1.420
2 C -0.3429 2.7373 1.6683  F1 1.420, C3 1.549, N6 1.457
3 C 0.4450 3.9588 2.2031  C2 1.549, N4 1.453, H8 1.139
4 N 1.5793 4.2004 1.3273  C3 1.453, C5 1.450, H9 1.038
5 C 1.5457 3.1843 0.2930  N4 1.450, N6 1.436, H10 1.146
6 N 0.3985 2.3411 0.4781  C2 1.457, C5 1.436, I7 2.061
7 I -0.2016 0.7671 -0.7092  N6 2.061
8 H 0.1674 4.5769 3.1182  C3 1.139
9 H 2.2837 4.9580 1.4161  N4 1.038
10 H 2.3256 3.0875 -0.5407  C5 1.146
11 O 2.7404 2.4318 -2.3273  C12 1.218
12 C 3.0446 2.8610 -3.4261  O11 1.218, O13 1.340, C16 1.501
13 O 3.6129 4.0695 -3.5407  C12 1.340, C14 1.439
14 C 4.1997 4.5772 -4.7526  O13 1.439, C15 1.515, H17 1.092, H18 1.093
15 C 3.1568 5.2507 -5.6203  C14 1.515, H19 1.092, H20 1.092, H21 1.093
16 C 2.7024 2.0960 -4.6717  C12 1.501, H22 1.091, H23 1.092, H24 1.087
17 H 4.7464 3.7947 -5.2833  C14 1.092
18 H 4.9426 5.3169 -4.4450  C14 1.093
19 H 2.3860 4.5466 -5.9423  C15 1.092
20 H 3.6191 5.6866 -6.5087  C15 1.092
21 H 2.6497 6.0422 -5.0631  C15 1.093
22 H 1.6868 2.3471 -4.9798  C16 1.091
23 H 2.7551 1.0286 -4.4461  C16 1.092
24 H 3.3931 2.2680 -5.4935  C16 1.087
25 O 5.0503 6.0509 2.7790  C26 1.213
26 C 5.2009 4.8946 3.1114  O25 1.213, O27 1.347, C30 1.503
27 O 4.4147 4.3551 4.0628  C26 1.347, C28 1.437
28 C 4.3680 2.9525 4.3740  O27 1.437, C29 1.515, H31 1.093, H32 1.093
29 C 5.4342 2.5845 5.3849  C28 1.515, H33 1.092, H34 1.092, H35 1.093
30 C 6.3234 4.0715 2.5446  C26 1.503, H36 1.091, H37 1.092, H38 1.088
31 H 4.4215 2.3455 3.4669  C28 1.093
32 H 3.3824 2.7693 4.8095  C28 1.093
33 H 6.4381 2.7630 4.9931  C29 1.092
34 H 5.3540 1.5309 5.6623  C29 1.092
35 H 5.3328 3.1944 6.2856  C29 1.093
36 H 7.2254 4.2396 3.1340  C30 1.091
37 H 6.5017 4.3938 1.5165  C30 1.092
38 H 6.1043 3.0071 2.4962  C30 1.088
39 O -0.8170 -3.4865 -2.4125  C40 1.213
40 C -1.2855 -3.6781 -1.3096  O39 1.213, O41 1.349, C44 1.503
41 O -0.4828 -3.7045 -0.2261  C40 1.349, C42 1.436
42 C -0.9532 -3.7100 1.1307  O41 1.436, C43 1.515, H45 1.093, H46 1.093
43 C -1.2340 -5.1217 1.6024  C42 1.515, H47 1.092, H48 1.093, H49 1.093
44 C -2.7459 -3.9869 -1.1369  C40 1.503, H50 1.091, H51 1.091, H52 1.087
45 H -1.8135 -3.0475 1.2525  C42 1.093
46 H -0.1479 -3.2837 1.7347  C42 1.093
47 H -2.0278 -5.5904 1.0164  C43 1.092
48 H -1.5330 -5.1239 2.6534  C43 1.093
49 H -0.3448 -5.7463 1.4880  C43 1.093
50 H -2.9045 -5.0581 -1.2658  C44 1.091
51 H -3.3051 -3.4477 -1.9024  C44 1.091
52 H -3.1512 -3.6640 -0.1816  C44 1.087
53 O -5.5307 -3.5890 -1.0619  C54 1.213
54 C -6.4535 -4.2181 -0.5877  O53 1.213, O55 1.345, C58 1.503
55 O -6.2207 -5.3800 0.0489  C54 1.345, C56 1.437
56 C -7.2025 -6.0890 0.8227  O55 1.437, C57 1.515, H59 1.092, H60 1.093
57 C -8.0234 -7.0111 -0.0551  C56 1.515, H61 1.092, H62 1.092, H63 1.093
58 C -7.8738 -3.7689 -0.7851  C54 1.503, H64 1.091, H65 1.092, H66 1.088
59 H -7.8209 -5.3993 1.4017  C56 1.092
60 H -6.6455 -6.6865 1.5485  C56 1.093
61 H -8.5897 -6.4536 -0.8047  C57 1.092
62 H -8.7259 -7.5912 0.5476  C57 1.092
63 H -7.3726 -7.7006 -0.5982  C57 1.093
64 H -8.2449 -4.1577 -1.7340  C58 1.091
65 H -7.8889 -2.6773 -0.8144  C58 1.092
66 H -8.5412 -4.0611 0.0225  C58 1.088

## Properties
LUMO energy = -4.2 eV
Net charge = +1
Molar mass = 565.40 g mol⁻¹

Results of the Mulliken charge analysis, in e, for atoms 1 through 4: atom 1 (F): -0.179, atom 2 (C): 0.396, atom 3 (C): -0.335, atom 4 (N): 0.019

***

(3)
Entry from the OMol25 dataset: a 2-piece molecular cluster, C19H35FN2OP overall at a distorted geometry (ωB97M-V with the def2-TZVPD basis set).

Bonds (Å) are listed after each position.
Positions of all 59 atoms, in Å:
1 C 6.4450 -1.1688 0.9752  C2 1.547, H18 1.085, H19 1.082, H20 1.083
2 C 6.9335 -0.3298 -0.2291  C1 1.547, P3 1.840, H21 1.086, H22 1.085
3 P 5.9687 -0.4352 -1.7922  C2 1.840, C4 1.839, N5 1.832
4 C 5.2484 -2.1264 -1.7507  P3 1.839, H23 1.081, H24 1.085, H25 1.086
5 N 4.5487 0.7046 -1.5905  P3 1.832, C6 1.512, C16 1.522, H26 1.019
6 C 3.7094 0.5804 -2.8415  N5 1.512, C7 1.522, H27 1.083, H28 1.084
7 C 2.3911 1.1744 -2.3650  C6 1.522, C8 1.550, H29 1.080, H30 1.090
8 C 2.1810 0.4844 -0.9932  C7 1.550, C9 1.536, C16 1.538, H31 1.083
9 C 1.0878 1.2692 -0.2536  C8 1.536, C10 1.542, H32 1.082, H33 1.085
10 C 0.0909 0.3941 0.5319  C9 1.542, C11 1.526, H34 1.086, H35 1.087
11 C -1.3700 0.7426 0.2603  C10 1.526, C12 1.547, H36 1.086, H37 1.088
12 C -2.0080 -0.0826 -0.8822  C11 1.547, C13 1.518, H38 1.087, H39 1.087
13 C -3.3663 -0.6607 -0.5280  C12 1.518, O14 1.420, H40 1.093, H41 1.091
14 O -4.2746 -0.4002 -1.5880  C13 1.420, C15 1.416
15 C -5.5006 -1.0938 -1.4453  O14 1.416, H42 1.089, H43 1.087, H44 1.088
16 C 3.5994 0.5838 -0.4068  N5 1.522, C8 1.538, N17 1.467, H45 1.084
17 N 3.7681 1.7515 0.4653  C16 1.467, H46 1.018, H47 1.020
18 H 6.4765 -0.5642 1.8754  C1 1.085
19 H 7.1166 -1.9989 1.1505  C1 1.082
20 H 5.4285 -1.5320 0.8824  C1 1.083
21 H 7.0933 0.7067 0.0517  C2 1.086
22 H 7.9123 -0.6949 -0.5236  C2 1.085
23 H 4.8733 -2.3513 -2.7389  C4 1.081
24 H 6.0973 -2.7628 -1.5212  C4 1.085
25 H 4.4931 -2.2472 -0.9802  C4 1.086
26 H 4.9688 1.6291 -1.6727  N5 1.019
27 H 4.2324 1.1046 -3.6324  C6 1.083
28 H 3.5635 -0.4500 -3.1461  C6 1.084
29 H 1.6031 1.0298 -3.0899  C7 1.080
30 H 2.5926 2.2353 -2.2180  C7 1.090
31 H 1.9257 -0.5492 -1.1924  C8 1.083
32 H 1.5034 2.0010 0.4263  C9 1.082
33 H 0.5252 1.8358 -0.9879  C9 1.085
34 H 0.2759 0.4969 1.5970  C10 1.086
35 H 0.2363 -0.6575 0.2996  C10 1.087
36 H -1.9442 0.5281 1.1563  C11 1.086
37 H -1.5137 1.8033 0.0660  C11 1.088
38 H -1.3171 -0.8864 -1.1246  C12 1.087
39 H -2.1283 0.4984 -1.7932  C12 1.087
40 H -3.2941 -1.7407 -0.3768  C13 1.093
41 H -3.7531 -0.2324 0.3976  C13 1.091
42 H -5.5567 -1.9198 -2.1527  C15 1.089
43 H -6.3401 -0.4295 -1.6321  C15 1.087
44 H -5.6405 -1.4893 -0.4416  C15 1.088
45 H 3.8762 -0.2373 0.2448  C16 1.084
46 H 4.7587 1.8634 0.6733  N17 1.018
47 H 3.5149 2.5931 -0.0517  N17 1.020
48 F -4.2440 1.0537 2.7638  C49 1.352
49 C -5.5041 0.5687 2.8379  F48 1.352, C50 1.380, C54 1.379
50 C -5.9811 0.1229 4.0534  C49 1.380, C51 1.387, H55 1.082
51 C -7.2752 -0.3720 4.1210  C50 1.387, C52 1.389, H56 1.081
52 C -8.0658 -0.4222 2.9804  C51 1.389, C53 1.388, H57 1.082
53 C -7.5631 0.0280 1.7679  C52 1.388, C54 1.387, H58 1.082
54 C -6.2731 0.5327 1.6933  C49 1.379, C53 1.387, H59 1.083
55 H -5.3468 0.1647 4.9288  C50 1.082
56 H -7.6671 -0.7192 5.0672  C51 1.081
57 H -9.0731 -0.8117 3.0380  C52 1.082
58 H -8.1755 -0.0131 0.8771  C53 1.082
59 H -5.8638 0.8976 0.7599  C54 1.083

## Properties
LUMO energy = -2.6 eV
Net charge = +1
Molar mass = 357.47 g mol⁻¹

Results of the Mulliken charge analysis, in e, for atoms 1 through 4: atom 1 (C): -1.102, atom 2 (C): -0.566, atom 3 (P): 0.007, atom 4 (C): -1.117

***

(4)
Entry from the OMol25 dataset: the molecule C19H35I3O4S at a distorted geometry (ωB97M-V with the def2-TZVPD basis set).

Bonds (Å) are listed after each position.
Positions of all 62 atoms, in Å:
1 C 8.9665 -2.2841 1.1188  O2 1.494, H28 1.181, H29 1.190, H30 1.192
2 O 7.7352 -1.4599 0.9280  C1 1.494, C3 1.480
3 C 7.7153 -0.8851 -0.4355  O2 1.480, C4 1.653, H31 1.173, H32 1.192
4 C 6.1492 -0.5157 -0.8125  C3 1.653, C5 1.661, H33 1.193, H34 1.170
5 C 5.9087 1.1145 -1.0214  C4 1.661, C6 1.651, H35 1.180, H36 1.185
6 C 4.9031 1.7183 0.1411  C5 1.651, C7 1.641, H37 1.171, H38 1.177
7 C 3.5276 2.3305 -0.5113  C6 1.641, C8 1.647, H39 1.186, H40 1.192
8 C 2.2994 1.3019 -0.1288  C7 1.647, C9 1.671, H41 1.174, H42 1.191
9 C 1.8667 1.3735 1.4836  C8 1.671, C10 1.639, H43 1.171, H44 1.194
10 C 0.3010 1.8550 1.5360  C9 1.639, C11 1.661, H45 1.185, H46 1.186
11 C -0.7895 0.6031 1.5938  C10 1.661, C12 1.661, H47 1.189, H48 1.171
12 C -2.2989 1.2480 1.3372  C11 1.661, C13 1.672, H49 1.174, H50 1.194
13 C -3.1220 0.4661 0.1091  C12 1.672, C14 1.637, H51 1.176, H52 1.194
14 C -4.4526 -0.3174 0.6523  C13 1.637, C15 1.673, S25 1.888, H53 1.170
15 C -5.2816 -1.1419 -0.5445  C14 1.673, I16 2.175, C17 1.610, C21 1.673
16 I -4.2549 -2.9106 -1.2860  C15 2.175
17 C -5.7949 -0.0485 -1.6085  C15 1.610, C18 1.615, H54 1.195, H55 1.194
18 C -5.2594 -0.0720 -3.1325  C17 1.615, C19 1.641, I20 2.236, H56 1.198
19 C -3.6372 0.0261 -3.3596  C18 1.641, H57 1.173, H58 1.195, H59 1.170
20 I -6.2259 -1.6260 -4.4175  C18 2.236
21 C -6.6506 -1.7103 0.2318  C15 1.673, C22 1.626, H60 1.194, H61 1.193
22 C -6.4104 -2.2170 1.7579  C21 1.626, I23 2.227, O24 1.462, H62 1.195
23 I -7.1411 -0.6400 3.1504  C22 2.227
24 O -5.0817 -2.7278 2.0898  C22 1.462, S25 1.702
25 S -3.8560 -1.5560 1.9461  C14 1.888, O24 1.702, O26 1.577, O27 1.579
26 O -3.6669 -0.9138 3.3734  S25 1.577
27 O -2.4388 -2.1623 1.6040  S25 1.579
28 H 9.6275 -1.8988 2.0187  C1 1.181
29 H 9.6800 -2.2564 0.1673  C1 1.190
30 H 8.6997 -3.4308 1.3050  C1 1.192
31 H 8.4034 0.0603 -0.5234  C3 1.173
32 H 8.0620 -1.7178 -1.2150  C3 1.192
33 H 5.4641 -0.9350 0.0695  C4 1.193
34 H 5.8644 -1.0690 -1.8038  C4 1.170
35 H 5.4171 1.2359 -2.0873  C5 1.180
36 H 6.9435 1.6896 -0.9645  C5 1.185
37 H 4.6835 0.9012 0.9512  C6 1.171
38 H 5.4739 2.6157 0.6462  C6 1.177
39 H 3.6241 2.4115 -1.6906  C7 1.186
40 H 3.3429 3.4112 -0.0435  C7 1.192
41 H 1.4102 1.5557 -0.8519  C8 1.174
42 H 2.5638 0.1573 -0.3274  C8 1.191
43 H 1.9979 0.3461 2.0304  C9 1.171
44 H 2.4965 2.2422 2.0066  C9 1.194
45 H 0.0472 2.4916 0.5690  C10 1.185
46 H 0.0364 2.5595 2.4524  C10 1.186
47 H -0.5013 -0.1627 0.7311  C11 1.189
48 H -0.6596 0.1139 2.6502  C11 1.171
49 H -2.9365 1.3549 2.3168  C12 1.174
50 H -2.0929 2.3657 0.9711  C12 1.194
51 H -2.3844 -0.2049 -0.5139  C13 1.176
52 H -3.4890 1.3541 -0.5993  C13 1.194
53 H -5.1974 0.4879 1.0604  C14 1.170
54 H -6.9876 -0.0892 -1.6678  C17 1.195
55 H -5.5669 1.0357 -1.1635  C17 1.194
56 H -5.6786 0.9346 -3.6283  C18 1.198
57 H -3.0721 -1.0022 -3.3639  C19 1.173
58 H -3.4961 0.4627 -4.4629  C19 1.195
59 H -3.0789 0.7765 -2.6572  C19 1.170
60 H -7.5043 -0.8774 0.2882  C21 1.194
61 H -7.0340 -2.6460 -0.4014  C21 1.193
62 H -7.1688 -3.1225 1.9364  C22 1.195

## Properties
LUMO energy = -0.1 eV
SMILES = COCCCCCCCCCCC[C@H]1[C@](I)(C[C@@H](C)I)C[C@H](I)OS1(=O)=O
Net charge = 0
Molar mass = 740.26 g mol⁻¹
ΔE to the lowest compared entry with this formula, charge and spin = 758.3 kJ/mol

Results of the Mulliken charge analysis, in e, for atoms 1 through 4: atom 1 (C): -0.582, atom 2 (O): -0.336, atom 3 (C): -0.340, atom 4 (C): -0.570